1.
Here is a 11-piece molecular cluster, C33H48F6O33 overall at a distorted geometry from OMol25. Energies are from wB97M-V/def2-TZVPD.

LUMO (alpha / beta) in Eh: -0.154 / -0.379
Multiplicity: 2
Total charge: +1
<S²>: 0.75
E_tot in hartree: -4367.9552
Kohn-Sham gap (alpha / beta) in eV: 7.265 / 1.160
HOMO (alpha / beta) in eV: -11.5 / -11.5
ΔE to the lowest compared entry with this formula, charge and spin in kJ/mol: 0.0

Geometry as XYZ:
```
120
C33H48F6O33 (wB97M-V/def2-TZVPD)
F -5.634 1.754 1.936
F -4.705 -1.394 -5.875
F 1.105 -6.029 -4.866
F -0.228 -4.798 -2.022
F -2.232 -2.421 1.605
F 5.826 1.318 0.335
O -0.008 4.813 2.681
O 4.812 0.281 3.458
O 4.867 5.738 -1.008
O -3.819 3.784 0.893
O -2.102 4.383 3.234
O -4.483 -1.159 -8.084
O -1.257 -0.200 -1.064
O -4.455 -2.088 -1.694
O 0.776 -6.220 0.518
O -4.234 -1.217 4.959
O -0.770 -2.436 -5.317
O 4.065 -2.135 0.785
O -3.617 -3.767 -0.465
O 3.680 -3.582 -0.994
O -0.581 1.030 0.553
O -5.514 2.872 -0.117
O 2.935 4.872 -0.042
O -3.115 0.407 -7.490
O -0.168 -5.173 2.225
O 2.753 1.182 3.467
O 0.076 -4.205 0.167
O -1.226 6.560 3.448
O 4.244 6.004 1.127
O -4.203 -1.942 0.637
O -5.493 5.059 -0.297
O -4.463 0.658 -9.377
O 0.588 -0.892 -0.033
O 5.410 -2.125 -0.891
O -2.135 -0.550 4.758
O 4.162 1.689 1.818
O 1.081 -3.139 -4.257
O 0.326 -4.185 -6.010
O -3.836 0.913 4.114
C 0.677 -4.597 -1.062
C -2.721 -0.622 -6.664
C -1.118 0.472 4.552
C 0.140 -3.207 -5.167
C 4.329 -2.690 -0.452
C -3.297 4.635 3.884
C -3.547 2.412 1.035
C 1.489 -5.836 -0.653
C 5.541 1.486 1.633
C 0.497 1.653 1.251
C -4.999 3.994 0.150
C 6.242 -2.895 -1.668
C -5.572 -0.966 5.264
C -1.097 -1.201 -2.117
C -3.903 -1.591 -6.856
C -4.965 1.912 0.749
C -1.099 5.380 3.046
C 2.172 -4.002 -4.630
C -3.695 -4.129 0.923
C -3.474 -2.748 1.624
C 1.151 5.607 2.642
C 5.818 0.203 2.457
C 4.114 5.531 -0.038
C 3.804 1.044 2.916
C 1.494 -5.001 -5.573
C 5.371 6.888 1.374
C -0.381 -0.121 -0.140
C -4.067 -2.533 -0.592
C 2.398 4.366 -1.228
C 2.942 -2.524 1.542
C -3.450 -0.188 4.571
C 0.187 -5.205 1.069
C -4.023 0.023 -8.398
H -0.076 0.160 4.480
H 5.687 -0.725 1.900
H -3.686 -2.659 -6.843
H -0.098 -1.554 -2.377
H 0.947 2.333 0.527
H 2.450 -5.449 -0.314
H 6.344 6.490 1.085
H 2.076 -2.118 1.020
H -1.093 1.111 5.435
H -5.647 -0.417 6.203
H 1.310 0.977 1.516
H 1.164 6.303 1.804
H -1.725 -2.078 -1.960
H -2.918 -4.885 1.036
H 6.887 -2.197 -2.203
H 5.378 7.211 2.415
H -5.971 -0.378 4.438
H -6.026 -1.957 5.311
H 1.377 -3.839 -1.414
H 6.193 2.267 2.023
H -2.883 2.131 0.218
H 2.805 3.388 -1.485
H -3.135 2.129 2.004
H 1.109 6.224 3.540
H -3.586 3.617 4.147
H 2.105 -5.275 -6.432
H 1.673 -6.661 -1.340
H 2.910 -3.454 -5.215
H 6.749 -3.504 -0.920
H 2.116 5.100 2.674
H 2.344 4.972 -2.132
H -1.854 -1.214 -6.957
H -3.904 -2.811 2.624
H -1.362 1.006 3.634
H 5.737 -3.501 -2.420
H -1.485 -0.681 -2.993
H 5.288 7.770 0.739
H 1.371 4.080 -0.999
H -4.901 0.931 0.279
H 2.864 -3.593 1.742
H 0.147 2.294 2.060
H -2.629 -0.329 -5.618
H 2.590 -4.528 -3.772
H -4.667 -4.593 1.097
H -3.189 5.320 4.725
H 2.966 -1.947 2.467
H -3.988 5.103 3.183
H 6.849 0.220 2.810
```

Löwdin population analysis, charges in e, atoms 1 to 2: atom 1 (F): 0.066, atom 2 (F): 0.176



2.
Here is C25H42N5Si2V as an isolated structure at a distorted geometry from OMol25. Energies are from wB97M-V/def2-TZVPD.

LUMO (alpha / beta) in Eh: -0.119 / -0.123
Multiplicity: 4
Total charge: +1
<S²>: 3.76
E_tot in hartree: -2774.3632
Kohn-Sham gap (alpha / beta) in eV: 7.255 / 7.431
HOMO (alpha / beta) in eV: -10.5 / -10.8
ΔE to the lowest compared entry with this formula, charge and spin in kJ/mol: 109.0

Geometry as XYZ:
```
75
C25H42N5Si2V (wB97M-V/def2-TZVPD)
V -2.868 1.483 16.354
Si -1.633 4.058 16.014
Si -4.817 3.070 17.457
N -2.106 -0.760 16.239
N -3.299 -0.820 12.849
N -4.178 0.188 12.449
N -3.564 0.737 14.441
N -0.951 -3.297 15.551
C 0.924 -1.038 19.868
C -2.238 -1.301 15.019
C -4.324 1.063 13.396
C -0.293 4.891 16.976
C -1.466 -1.454 17.110
C -1.384 -1.598 20.430
C -0.886 2.235 20.663
C -5.409 3.850 19.120
C 2.338 -1.468 19.578
C -0.649 0.744 20.433
C -3.035 0.079 21.176
C -0.688 2.498 15.402
C -2.215 4.856 14.353
C -2.997 -0.461 14.038
C 1.837 1.323 20.180
C 0.332 -3.466 20.124
C -0.057 -2.024 20.165
C -5.107 1.181 17.694
C -1.647 -0.228 20.615
C -5.879 3.514 15.991
C -2.406 -2.639 20.720
C 0.652 0.330 20.091
C -0.817 -2.660 16.700
C -1.797 -2.569 14.750
C -3.009 3.383 17.102
H -3.376 -2.262 20.969
H 0.516 -3.894 21.127
H 0.334 4.172 17.559
H -0.533 -3.982 19.741
H -0.782 5.755 17.580
H -2.069 -2.973 13.803
H -2.403 3.353 18.051
H -3.011 4.348 13.867
H -6.307 4.481 16.149
H -0.794 2.836 19.734
H -6.470 3.552 19.204
H 3.021 -0.616 19.784
H -4.981 1.898 13.300
H -1.376 4.758 13.618
H -2.648 -3.302 19.906
H 1.208 -3.667 19.524
H -3.075 1.164 21.396
H 2.615 -2.358 20.149
H -3.894 -0.213 20.512
H -6.087 1.069 18.130
H -1.288 -1.052 18.132
H 2.569 0.954 20.854
H 0.155 2.866 14.820
H -6.766 2.856 15.871
H -5.076 0.519 16.788
H -4.590 0.098 11.542
H -1.842 2.353 21.078
H -2.445 5.924 14.435
H -0.173 1.981 16.202
H -0.323 -3.112 17.549
H 1.616 2.319 20.458
H -0.140 2.552 21.406
H -5.413 4.926 18.985
H 0.298 5.250 16.119
H -2.052 -3.374 21.483
H -1.198 1.887 14.633
H -4.850 3.563 20.028
H -5.286 3.403 15.032
H 2.444 -1.712 18.502
H -4.409 0.804 18.391
H -3.257 -0.353 22.176
H 2.294 1.450 19.216
```

Löwdin population analysis, charges in e, atoms 1 to 2: atom 1 (V): 0.701, atom 2 (Si): 0.402



3.
Here is a 2-piece molecular cluster, C4H11NO overall at a distorted geometry from OMol25. Energies are from wB97M-V/def2-TZVPD.

LUMO in Eh: 0.035
E_tot in hartree: -288.8564
Kohn-Sham gap in eV: 7.748
HOMO in eV: -6.8
ΔE to the lowest compared entry with this formula, charge and spin in kJ/mol: 421.7

Geometry as XYZ:
```
17
C4H11NO (wB97M-V/def2-TZVPD)
O 0.751 1.429 -1.220
N 0.138 -2.121 0.183
C -0.008 -1.902 -1.119
C 0.773 -1.247 1.022
C -0.832 2.101 0.526
C -0.347 1.016 -0.422
H -1.738 1.778 1.039
H 0.143 0.088 0.380
H -0.559 -2.717 0.613
H 1.773 -0.967 0.717
H 1.475 1.676 -0.631
H -1.133 0.753 -1.126
H -0.744 -2.469 -1.662
H -0.071 2.342 1.274
H 0.753 -1.517 2.068
H 0.695 -1.264 -1.626
H -1.069 3.021 -0.016
```

natural (NBO) population analysis, charges in e, atoms 1 to 2: atom 1 (O): -0.739, atom 2 (N): -0.403